1.
This record from OMol25 describes one molecule with the formula C6H11N. The level of theory is ωB97M-V/def2-TZVPD.

Calculated values
- HOMO (eV) = -7.58
- gap between HOMO and LUMO (hartree) = 0.31217
- E_tot (hartree) = -289.9105
- ΔE to the lowest compared entry with this formula, charge and spin (kcal/mol) = 38.4
- total charge = 0

Bonds (Å) are listed after each position.
Geometry (Å):
1 C -2.256 -0.563 -0.078  C4 1.526, H8 1.127, H9 1.082, H10 1.088
2 N 0.390 -1.685 -0.149  C3 1.436, H11 1.008, H12 1.009
3 C 0.263 -0.256 -0.098  N2 1.436, C4 1.352, C7 1.460
4 C -0.975 0.240 0.121  C1 1.526, C3 1.352, C5 1.510
5 C -1.212 1.594 0.747  C4 1.510, H13 1.113, H14 1.080, H15 1.090
6 C 2.695 0.142 -0.373  C7 1.357, H16 1.083, H17 1.102
7 C 1.419 0.603 -0.343  C3 1.460, C6 1.357, H18 1.086
8 H -2.693 -0.272 -1.075  C1 1.127
9 H -2.044 -1.622 -0.137  C1 1.082
10 H -3.003 -0.364 0.688  C1 1.088
11 H 1.303 -1.949 -0.486  N2 1.008
12 H 0.218 -2.151 0.729  N2 1.009
13 H -1.754 1.330 1.683  C5 1.113
14 H -1.945 2.160 0.192  C5 1.080
15 H -0.317 2.192 0.922  C5 1.090
16 H 3.521 0.822 -0.201  C6 1.083
17 H 2.920 -0.918 -0.573  C6 1.102
18 H 1.252 1.644 -0.606  C7 1.086

=====

2.
This record from OMol25 describes one molecule with the formula C6H11N. The level of theory is ωB97M-V/def2-TZVPD.

Calculated values
- HOMO (eV) = -7.69
- gap between HOMO and LUMO (hartree) = 0.31930
- E_tot (hartree) = -289.8367
- ΔE to the lowest compared entry with this formula, charge and spin (kcal/mol) = 84.7
- total charge = 0

Bonds (Å) are listed after each position.
Geometry (Å):
1 C -1.886 1.565 0.109  N2 1.449, H8 1.197, H9 1.189, H10 1.115
2 N -1.017 0.600 0.752  C1 1.449, C3 1.419, H11 1.001
3 C -0.038 -0.121 0.020  N2 1.419, C4 1.360, C7 1.585
4 C 1.093 -0.624 0.584  C3 1.360, C5 1.567, H12 1.067
5 C 1.743 -0.179 1.938  C4 1.567, H13 1.027, H14 1.062, H15 1.185
6 C 0.176 -1.480 -2.074  C7 1.389, H16 1.060, H17 1.067
7 C -0.025 -0.204 -1.563  C3 1.585, C6 1.389, H18 1.001
8 H -2.745 0.914 -0.411  C1 1.197
9 H -2.376 2.387 0.814  C1 1.189
10 H -1.457 2.229 -0.677  C1 1.115
11 H -0.527 0.818 1.598  N2 1.001
12 H 1.875 -0.986 -0.045  C4 1.067
13 H 0.971 0.072 2.568  C5 1.027
14 H 2.486 -0.919 2.105  C5 1.062
15 H 2.374 0.758 1.582  C5 1.185
16 H 0.417 -1.506 -3.107  C6 1.060
17 H -0.276 -2.389 -1.747  C6 1.067
18 H -0.006 0.681 -2.030  C7 1.001

=====

3.
This record from OMol25 describes a 2-piece molecular cluster, C6H11N overall. The level of theory is ωB97M-V/def2-TZVPD.

Calculated values
- HOMO (alpha / beta) (eV) = -7.73 / -8.21
- gap between HOMO and LUMO (alpha / beta) (hartree) = 0.27824 / 0.32184
- E_tot (hartree) = -289.7351
- ΔE to the lowest compared entry with this formula, charge and spin (kcal/mol) = 148.4
- total charge = 0

Bonds (Å) are listed after each position.
Geometry (Å):
1 C 0.513 -2.587 0.002  C3 1.340, H8 1.083, H9 1.088
2 C 1.845 2.220 -0.913  C4 1.276, H10 1.077, H11 1.048
3 C 1.005 -1.342 0.066  C1 1.340, N7 1.383, H12 1.074
4 C 0.870 1.937 -0.140  C2 1.276, H13 1.072
5 C -1.960 0.076 -0.143  C6 1.581, H14 1.066, H15 1.119, H16 1.081
6 C -0.935 -0.009 1.058  C5 1.581, N7 1.462, H17 1.025, H18 1.174
7 N 0.476 -0.323 0.837  C3 1.383, C6 1.462
8 H 1.045 -3.325 -0.584  C1 1.083
9 H -0.495 -2.854 0.313  C1 1.088
10 H 2.008 3.282 -0.993  C2 1.077
11 H 2.638 1.684 -1.340  C2 1.048
12 H 1.980 -1.150 -0.341  C3 1.074
13 H 0.105 2.400 0.451  C4 1.072
14 H -2.668 -0.719 -0.084  C5 1.066
15 H -2.629 0.931 -0.418  C5 1.119
16 H -1.584 -0.140 -1.133  C5 1.081
17 H -0.945 0.835 1.640  C6 1.025
18 H -1.269 -0.918 1.721  C6 1.174

=====

4.
This record from OMol25 describes one molecule with the formula C6H11N2. The level of theory is ωB97M-V/def2-TZVPD.

Calculated values
- HOMO (alpha / beta) (eV) = -3.50 / -8.45
- gap between HOMO and LUMO (alpha / beta) (hartree) = 0.15968 / 0.33752
- multiplicity = 2
- E_tot (hartree) = -344.5869
- ΔE to the lowest compared entry with this formula, charge and spin (kcal/mol) = 50.8
- total charge = 0

Bonds (Å) are listed after each position.
Geometry (Å):
1 C 1.217 0.524 -1.647  C2 1.562, N8 1.516, H9 1.101, H10 1.059
2 C 0.630 -0.716 -0.902  C1 1.562, C3 1.514, H11 1.093, H12 1.083
3 C -0.417 -0.568 0.182  C2 1.514, C4 1.402, C7 1.432
4 C -1.098 -1.713 0.620  C3 1.402, N5 1.377, H13 1.087
5 N -1.956 -1.347 1.633  C4 1.377, C6 1.352, H14 1.003
6 C -1.738 -0.041 1.909  N5 1.352, C7 1.363, H15 1.085
7 C -0.837 0.499 1.040  C3 1.432, C6 1.363, H16 1.064
8 N 1.469 1.695 -0.717  C1 1.516, H17 1.019, H18 1.079, H19 1.060
9 H 0.534 0.822 -2.457  C1 1.101
10 H 2.082 0.220 -2.176  C1 1.059
11 H 0.315 -1.286 -1.779  C2 1.093
12 H 1.458 -1.216 -0.417  C2 1.083
13 H -1.060 -2.766 0.351  C4 1.087
14 H -2.705 -1.942 1.933  N5 1.003
15 H -2.000 0.409 2.861  C6 1.085
16 H -0.475 1.499 1.084  C7 1.064
17 H 0.548 2.060 -0.478  N8 1.019
18 H 2.034 1.384 0.148  N8 1.079
19 H 1.997 2.482 -1.190  N8 1.060